No. 1
{
  "formula": "C5H9NO2",
  "method": "ωB97M-V with the def2-TZVPD basis set",
  "homo_ha": -0.317,
  "multiplicity": 1,
  "e_tot_ev": -10914.5421,
  "charge": 0,
  "max_force_ev_per_a": 2.60,
  "gap_ev": 9.520,
  "elements": ["C", "C", "C", "C", "H", "H", "H", "H", "H", "H", "C", "N", "O", "O", "H", "H", "H"],
  "coordinates": [[0.42161, -1.50223, 1.94879], [1.79344, 0.54055, -0.77808], [0.05899, -0.58546, 0.85838], [0.52661, 0.15348, -0.12697], [1.80580, 0.18834, -1.81053], [0.07181, -1.10977, 2.90288], [-0.04808, -2.47240, 1.79182], [1.50324, -1.61923, 1.97535], [2.64349, 0.11555, -0.24828], [1.88626, 1.62674, -0.79363], [-0.98156, 0.53243, -0.45094], [-1.42429, 0.03533, -1.70165], [-1.22825, 1.88470, -0.26158], [-1.40301, -0.28271, 0.62962], [-2.04957, 1.97928, 0.23642], [-2.42343, -0.12867, -1.70935], [-1.15305, 0.64406, -2.46226]],
  "atomic_forces_ev_per_a": [[0.011, 0.067, -0.097], [-0.090, -0.097, 0.151], [-2.058, 0.333, -0.226], [-1.528, 0.621, -0.472], [0.072, -0.024, -0.035], [0.036, 0.018, 0.059], [0.029, -0.074, -0.005], [0.023, -0.057, 0.069], [0.127, 0.022, -0.053], [0.080, 0.036, 0.013], [2.563, -0.318, -0.280], [-0.251, -0.549, -0.176], [-0.268, 0.413, 0.350], [1.417, -0.547, 0.673], [-0.006, -0.015, -0.007], [-0.029, 0.090, -0.055], [-0.127, 0.081, 0.092]],
  "lowdin_charge": [-0.01, -0.03, -0.20, -0.13, 0.08, 0.09, 0.09, 0.09, 0.08, 0.08, -0.62, 0.13, 0.05, 0.01, 0.11, 0.09, 0.09]
}

***

No. 2
{
  "formula": "C5H9NO2",
  "method": "ωB97M-V with the def2-TZVPD basis set",
  "smiles": "CC(=O)CN(C)C=O",
  "homo_ha": -0.329,
  "multiplicity": 1,
  "e_tot_ev": -10915.0868,
  "charge": 0,
  "max_force_ev_per_a": 2.88,
  "gap_ev": 9.633,
  "elements": ["C", "C", "O", "C", "N", "C", "C", "O", "H", "H", "H", "H", "H", "H", "H", "H", "H"],
  "coordinates": [[-0.33008, -2.07747, -0.91707], [0.18490, -1.23888, 0.22217], [1.26253, -1.44541, 0.76878], [-0.77693, -0.18537, 0.75390], [0.11080, 0.91368, 0.39332], [-0.07178, 1.59824, -0.86412], [1.10489, 1.25915, 1.33114], [1.00837, 1.10334, 2.51905], [-0.74660, -1.45297, -1.70292], [-1.13263, -2.71459, -0.53790], [0.45780, -2.71093, -1.31618], [-0.84029, -0.22918, 1.84344], [-1.72067, -0.13062, 0.21161], [0.72079, 2.33624, -0.99191], [-0.01126, 0.90147, -1.70331], [-1.04210, 2.10677, -0.89038], [1.82227, 1.96652, 0.88036]],
  "atomic_forces_ev_per_a": [[0.464, -0.042, -0.144], [0.219, -2.382, 1.290], [-1.374, 0.238, -0.998], [1.655, 0.233, -0.363], [0.448, 1.335, 1.308], [0.273, -0.161, 0.052], [-1.997, 1.812, -1.015], [0.408, -0.834, 0.061], [-0.109, 0.051, -0.128], [-0.055, 0.084, 0.047], [0.028, 0.008, -0.031], [-0.311, -0.039, -0.171], [0.009, 0.009, 0.264], [-0.062, 0.015, 0.025], [-0.050, 0.046, -0.120], [0.125, -0.006, -0.024], [0.330, -0.366, -0.053]],
  "lowdin_charge": [-0.01, -0.43, 0.08, -0.07, -0.17, -0.05, -0.30, 0.05, 0.07, 0.09, 0.08, 0.13, 0.13, 0.09, 0.08, 0.09, 0.14]
}

***

No. 3
{
  "formula": "C5H9NO2",
  "method": "ωB97M-V with the def2-TZVPD basis set",
  "homo_ha": -0.285,
  "multiplicity": 1,
  "e_tot_ev": -10908.9803,
  "charge": 0,
  "max_force_ev_per_a": 2.88,
  "gap_ev": 8.303,
  "elements": ["C", "C", "C", "C", "N", "C", "O", "O", "H", "H", "H", "H", "H", "H", "H", "H", "H"],
  "coordinates": [[0.59916, 0.32804, 0.86440], [-0.26120, -0.11603, 2.00789], [1.65631, 1.26549, 0.47112], [-0.09833, -0.77704, 0.66655], [-0.21823, -1.95826, -1.41337], [-0.89232, -1.29998, -0.39964], [-1.38636, 0.36512, -0.86455], [-0.90632, 1.21174, -1.90625], [-1.27775, 2.06563, -1.63986], [0.59548, -1.45646, -1.74592], [-0.81002, -2.25568, -2.17681], [0.16754, -0.61970, 2.87085], [-1.14158, 0.48372, 2.22682], [-1.83919, -1.75941, -0.12089], [1.35930, 2.28805, 0.70778], [2.56578, 1.05631, 1.04186], [1.88775, 1.17845, -0.58997]],
  "atomic_forces_ev_per_a": [[0.494, -2.273, 0.836], [0.105, -0.057, 0.050], [-0.198, 0.233, -0.219], [0.901, 2.031, 0.865], [-0.432, 0.053, 0.085], [0.885, 1.113, -1.991], [-2.461, -0.726, 1.299], [1.000, -0.608, -1.091], [-0.032, -0.400, 0.232], [-0.011, -0.127, 0.114], [0.044, 0.080, 0.038], [-0.024, 0.037, 0.085], [-0.081, 0.077, 0.036], [-0.073, 0.438, -0.314], [0.033, 0.046, -0.079], [-0.096, -0.029, 0.054], [-0.053, 0.112, 0.001]],
  "lowdin_charge": [-0.18, -0.05, -0.03, -0.14, 0.10, -0.17, -0.27, -0.11, 0.08, 0.10, 0.10, 0.08, 0.09, 0.15, 0.09, 0.09, 0.08]
}